C20H28ClILaN2O2 | ωB97M-V with the def2-TZVPD basis set

The total energy comes out at -1828.401240 a.u. The value obtained for the HOMO-LUMO gap (alpha / beta) is 0.107 / 0.107 Eh. Its maximum force is 4.77 eV/A. Its charge is -1.

Last column: Mulliken charge in e.
Cartesian coordinates (Å):
La1 -0.9469 -0.3703 0.6640  0.806
Cl1 -1.7367 -0.9155 3.1052  -0.649
N1 0.1580 -2.4741 0.5436  -0.352
N2 -1.2375 1.9584 1.0565  -0.365
C1 1.2448 -2.8024 -0.1897  0.651
C2 -0.6051 2.9839 0.4541  0.648
C3 -0.8320 -3.5672 0.4771  1.899
C4 -0.3228 -4.4400 -0.6253  -0.857
C5 -2.3085 -3.1273 0.2033  -2.151
C6 -0.7603 -4.1567 1.8854  -1.566
H1 -2.4002 -2.6121 -0.7420  0.441
H2 -2.6969 -2.4911 0.9950  0.468
H3 -2.9421 -3.9914 0.1768  0.473
H4 0.2596 -4.3999 2.0669  0.444
H5 -1.4052 -5.0110 1.9946  0.434
H6 -1.0569 -3.3731 2.5679  0.201
C7 -2.6768 2.2685 1.1818  1.899
C8 -2.8552 3.4767 0.3187  -0.853
C9 -2.8315 2.4896 2.6862  -1.566
C10 -3.6583 1.1309 0.7476  -2.154
H7 -3.5116 0.8537 -0.2875  0.453
H8 -4.6695 1.4677 0.8612  0.472
H9 -3.5586 0.2462 1.3713  0.460
H10 -2.1182 3.2294 2.9642  0.445
H11 -2.5717 1.5577 3.1686  0.201
H12 -3.8348 2.7776 2.9476  0.433
O1 -1.4278 3.9290 0.0726  -0.447
H13 -3.4199 4.3075 0.7151  0.293
H14 -3.2414 3.2522 -0.6741  0.370
O2 1.0963 -3.9397 -0.8235  -0.446
H15 -0.8071 -4.2597 -1.5842  0.369
H16 -0.2938 -5.5062 -0.4624  0.291
C11 2.4466 -1.8956 -0.2363  -1.351
C12 0.8915 2.9699 0.2569  -1.287
C13 1.6004 1.8196 -0.4638  1.267
H17 1.2511 2.9179 1.2785  0.225
H18 1.0807 3.9591 -0.1118  0.318
C14 1.6185 0.5008 0.1762  -1.709
C15 2.3287 -0.4403 -0.6934  1.305
H19 1.2769 0.2551 1.4017  0.198
C16 3.1889 -0.0327 -1.7883  0.967
C17 3.2555 1.2702 -2.2240  -1.014
C18 4.1728 -1.0459 -2.4382  -1.804
C19 2.4725 2.1903 -1.5645  0.934
H20 4.0171 1.5962 -3.0323  -0.069
C20 2.6519 3.6818 -1.9647  -1.806
H21 3.3600 3.8103 -2.8110  0.326
H22 3.0644 4.2662 -1.1364  0.362
H23 1.7184 4.1664 -2.2499  0.349
H24 4.8977 -1.4182 -1.7069  0.360
H25 4.7710 -0.5878 -3.2548  0.327
H26 3.6760 -1.9223 -2.8545  0.345
H27 3.1759 -2.5043 -0.7363  0.361
H28 2.7248 -1.8350 0.8093  0.204
I1 -1.6726 -0.2127 -2.4922  -0.550